An isolated ion of composition C2HBrNO3 and charge -1 in a non-equilibrium geometry. Source: the Open Molecules 2025 dataset; level of theory: ωB97M-V/def2-TZVPD.

Charge: -1
Frontier orbital gap (spin up / spin down), Ha: 0.217 / 0.196
M, u: 166.94
ΔE to the lowest compared entry with this formula, charge and spin, kJ/mol: 529.2
LUMO energy (spin up / spin down), eV: 3.40 / 3.41
E, Eh: -2931.1329

Structure (XYZ):
```
8
Properties=species:S:1:pos:R:3:forces:R:3
C 1.556504 1.536005 1.286961 0.7 -0.7 -0.5
C 0.257715 -0.411964 0.331991 -1.1 0.0 0.8
N -0.669190 1.474229 2.105894 -3.0 -1.8 -0.1
O 2.651935 2.050655 1.235947 -0.5 -0.5 -0.2
O 1.353037 0.270778 0.437140 1.1 1.4 0.5
O 0.532650 1.947585 1.910737 2.7 1.5 -0.3
Br -0.083666 -1.864172 1.534016 0.1 0.0 -0.1
H -0.555669 -0.185924 -0.336275 0.0 0.1 0.0
```
Positions in Å, forces in eV/Å.

=====

A 14-piece molecular cluster, C10H48N4O18 overall in a non-equilibrium geometry. Source: the Open Molecules 2025 dataset; level of theory: ωB97M-V/def2-TZVPD.

Charge: 0
Frontier orbital gap, Ha: 0.351
M, u: 512.50
LUMO energy, eV: -0.15
E, Eh: -1982.9776

Structure (XYZ):
```
80
Properties=species:S:1:pos:R:3:forces:R:3
C 26.889933 16.885390 2.004732 -1.1 -0.1 -3.8
O 26.445627 17.718697 1.217573 -0.1 0.5 0.7
N 27.661317 17.088923 3.021348 2.1 1.4 3.7
N 26.738446 15.577786 1.720579 -0.5 -1.3 -0.1
H 28.119145 16.324647 3.497127 -0.1 0.3 -0.1
H 27.804725 18.018632 3.389012 -0.1 -0.2 -0.2
H 26.424477 15.400112 0.777211 0.0 -0.4 0.5
H 27.048475 14.884869 2.386789 -0.2 -0.2 -0.7
C 24.372043 23.913992 -1.113806 -2.5 0.5 4.7
O 24.027620 23.728205 0.042329 -0.1 -0.4 0.9
N 23.815234 24.714442 -1.914170 -5.1 6.3 -3.4
N 25.296362 23.354082 -1.727793 6.6 -5.3 -1.7
H 24.323140 25.110717 -2.692046 -0.2 -0.1 0.2
H 23.126774 25.325512 -1.498573 0.0 0.1 -0.2
H 25.301876 23.387397 -2.737234 0.4 -0.7 0.4
H 25.546929 22.552557 -1.166659 1.1 -0.5 -0.9
C 31.185802 22.121543 1.088772 0.4 -0.4 -0.9
C 31.196949 20.700943 0.436512 -3.5 0.6 1.4
O 30.110309 20.602904 -0.566865 1.9 0.7 -0.9
O 29.946559 22.499270 1.697284 0.7 -0.6 -0.2
H 31.442321 22.843689 0.313655 -0.3 0.0 -0.5
H 32.038511 22.243793 1.756666 0.0 -0.5 0.6
H 30.752586 19.954032 1.094360 1.2 0.1 1.1
H 32.227261 20.439503 0.195252 -0.4 -0.1 -0.9
H 29.316405 20.239669 -0.167641 0.3 0.0 0.3
H 30.053757 23.436632 1.874648 -0.3 0.1 0.1
C 32.560043 19.258081 6.451758 -0.2 -0.4 0.2
C 32.245932 17.859444 5.962120 0.9 -1.2 -1.1
O 32.615330 17.726041 4.593944 0.0 0.5 -0.6
O 32.037851 19.334263 7.754188 -0.2 0.5 0.6
H 32.160789 20.037214 5.802411 -0.2 -0.1 -0.2
H 33.624938 19.466056 6.555879 0.1 -0.4 -0.2
H 31.219338 17.511838 6.077774 -0.5 0.8 0.3
H 32.823725 17.090424 6.474812 0.2 0.3 0.7
H 32.270488 16.899982 4.247060 0.0 -0.1 0.0
H 31.082323 19.291779 7.671965 -0.2 0.0 0.2
C 24.910819 7.516096 4.181246 2.4 2.7 1.3
C 25.872923 8.651199 3.654943 -0.1 -1.3 0.1
O 25.922064 9.921801 4.308433 -1.3 -0.2 -0.5
O 25.464778 7.276176 5.483423 -0.7 -1.3 0.4
H 25.109409 6.626009 3.584248 -0.4 0.1 0.0
H 23.893361 7.904345 4.134850 -0.2 -0.5 0.3
H 25.534701 8.686293 2.619331 0.8 1.1 -0.4
H 26.869359 8.241433 3.820190 0.0 -0.4 -0.9
H 26.594308 9.941113 4.993502 0.0 -0.4 -0.1
H 25.183426 7.887537 6.168027 -0.4 0.2 -0.4
C 23.378859 17.868846 -3.032973 1.9 0.7 1.8
C 24.714547 17.661654 -3.797935 -0.2 0.4 -0.7
O 24.887942 18.503893 -4.972979 0.1 0.1 1.0
O 22.244875 17.225027 -3.451013 -1.1 -0.8 -1.6
H 23.211537 18.922537 -2.809702 -0.2 0.3 -0.9
H 23.428641 17.499360 -2.008720 1.4 0.0 0.4
H 24.935033 16.620817 -4.034895 -0.6 -0.3 -0.3
H 25.560470 17.896751 -3.151994 -0.2 0.5 0.2
H 24.590637 18.152596 -5.815478 -0.3 -0.5 0.4
H 22.406369 16.343927 -3.105807 -0.8 -0.3 -0.4
O 21.879256 19.439123 2.911332 0.1 -0.1 0.2
H 22.014100 19.374258 1.965905 0.1 0.0 -0.3
H 20.943116 19.613434 3.008843 -0.2 0.1 0.1
O 23.802506 17.705373 6.354081 0.2 -0.2 0.2
H 23.347555 18.543011 6.441321 -0.1 0.2 0.0
H 23.652721 17.444413 5.445407 -0.1 0.0 -0.3
O 26.926523 16.050220 8.979416 0.2 -0.2 0.1
H 26.571572 16.916813 9.177557 -0.1 0.3 0.1
H 26.605093 15.854747 8.099235 -0.1 0.0 -0.2
O 25.956881 21.705079 4.775746 0.0 -0.1 0.3
H 26.539039 22.419348 4.516632 0.2 0.2 -0.1
H 25.472925 21.488768 3.978739 -0.2 -0.1 -0.2
O 27.162217 20.657288 8.718338 0.1 -0.2 0.1
H 26.621063 20.711463 7.930653 -0.2 0.0 -0.3
H 27.345946 21.568581 8.946423 0.1 0.2 0.1
O 30.742524 13.321380 3.491107 0.0 0.3 0.1
H 30.760948 12.483172 3.952955 0.0 -0.2 0.2
H 30.448291 13.101879 2.607093 0.0 0.0 -0.3
O 29.722913 11.835155 -0.762809 0.1 0.1 0.2
H 29.744191 10.878457 -0.740440 0.0 -0.3 0.0
H 29.331918 12.046750 -1.610507 -0.1 0.1 -0.2
O 21.947068 13.036169 -0.792355 0.1 0.2 -0.2
H 22.539291 12.891663 -0.054371 0.2 0.0 0.2
H 21.231150 12.416853 -0.650387 -0.2 -0.1 0.0
```
Positions in Å, forces in eV/Å.

=====

C5H12N4 as an isolated structure in a non-equilibrium geometry. Source: the Open Molecules 2025 dataset; level of theory: ωB97M-V/def2-TZVPD.

Charge: +2
Frontier orbital gap, Ha: 0.376
M, u: 128.18
ΔE to the lowest compared entry with this formula, charge and spin, kJ/mol: 558.2
LUMO energy, eV: -9.10
E, Eh: -415.8709

Structure (XYZ):
```
21
Properties=species:S:1:pos:R:3:forces:R:3
C 2.365224 -0.864149 0.080866 1.1 0.0 0.7
C 2.655123 0.347470 0.438076 -1.5 3.5 -1.2
C 1.017511 -1.243762 -0.255552 -0.4 -0.8 0.3
C -2.147889 -0.567389 0.257176 -0.3 2.0 -1.1
C -0.900849 0.406634 0.660431 -4.7 0.7 3.0
N 0.417284 -2.264665 -0.354352 -1.6 -0.3 -0.5
N -0.230774 0.549326 -1.611555 -2.3 3.5 -0.2
N 1.259220 1.346759 0.002966 1.7 -0.2 0.5
N 0.135145 0.446076 -0.293262 2.9 -1.7 -1.2
H 3.169012 -1.587207 0.228642 -0.4 -0.4 -0.2
H 3.497593 1.011694 0.791479 -1.0 -1.1 -0.5
H -2.634004 -0.094201 -0.694007 0.5 -1.4 1.9
H -1.880763 -1.635294 0.113556 -0.2 1.1 0.0
H -2.856630 -0.567879 1.130511 0.6 0.3 -1.0
H -0.737121 -0.030870 1.653130 1.5 0.2 -0.2
H -1.282201 1.494167 0.938904 0.5 -2.0 -1.0
H -0.585443 -2.615314 -0.476313 2.2 0.6 0.1
H -0.179844 -0.296054 -2.157648 -0.3 -0.1 0.0
H -1.123484 1.206417 -1.687122 2.4 -2.2 -0.4
H 1.112808 1.914039 0.839170 -0.5 -0.1 0.3
H 1.422889 2.070659 -0.772742 -0.1 -1.6 0.6
```
Positions in Å, forces in eV/Å.

=====

CBr3NO2 as an isolated structure in a non-equilibrium geometry. Source: the Open Molecules 2025 dataset; level of theory: ωB97M-V/def2-TZVPD.

Charge: 0
Frontier orbital gap (spin up / spin down), Ha: 0.296 / 0.302
M, u: 297.73
ΔE to the lowest compared entry with this formula, charge and spin, kJ/mol: 116.8
LUMO energy (spin up / spin down), eV: -1.06 / -1.16
E, Eh: -7965.2076

Structure (XYZ):
```
7
Properties=species:S:1:pos:R:3:forces:R:3
C -0.885714 0.059137 0.000113 1.9 -1.1 -0.1
N 1.336119 0.005269 -0.001915 -4.5 1.0 0.0
O 1.739737 -1.088213 -0.044782 1.2 -0.7 -0.1
O 1.731276 1.110016 0.056223 1.4 0.3 0.0
Br -1.480907 1.720436 0.625617 0.3 -0.2 -0.1
Br -1.324963 -0.373486 -1.810899 0.1 0.3 0.4
Br -1.115546 -1.433159 1.175643 -0.2 0.4 -0.2
```
Positions in Å, forces in eV/Å.

=====

A 5-piece molecular cluster, C15H42N3O4 overall in a non-equilibrium geometry. Source: the Open Molecules 2025 dataset; level of theory: ωB97M-V/def2-TZVPD.

Charge: +1
Frontier orbital gap, Ha: 0.344
M, u: 328.52
LUMO energy, eV: -1.91
E, Eh: -1061.6212

Structure (XYZ):
```
64
Properties=species:S:1:pos:R:3:forces:R:3
N 0.034510 0.796298 -0.892297 0.4 -1.4 -0.4
H 0.744510 1.289558 -0.370107 0.2 0.5 0.7
H 0.461860 0.210238 -1.595157 0.3 0.4 -1.0
H -0.557610 1.480738 -1.340677 -0.8 0.1 -0.3
H -0.413360 0.068268 -0.354257 -0.8 0.3 0.9
C 0.974420 -2.463192 0.546603 0.0 -0.9 -1.2
C -0.243990 -2.396432 1.434443 -1.1 0.3 2.5
C 0.322280 -1.989362 2.841453 -0.8 -1.7 -0.1
C -0.712370 -1.546372 3.890673 0.9 0.3 -1.0
C -1.464810 -0.344732 3.316583 0.0 -1.4 -0.4
C -2.090430 -0.601262 1.882553 -0.6 -0.1 0.7
N -1.103450 -1.308192 1.006343 1.4 1.9 1.7
O -1.518160 -1.498912 -0.272287 -1.0 -0.2 -1.5
C -3.405130 -1.448652 2.095223 0.2 0.1 -0.7
C -2.393230 0.775078 1.174663 -0.3 -1.1 0.6
C -1.101070 -3.759492 1.497893 1.4 0.8 0.0
H 1.683820 -3.220632 0.879993 -0.2 -0.2 0.1
H 1.560290 -1.549702 0.444653 -0.4 0.4 0.4
H 0.649180 -2.716442 -0.462447 0.2 -0.2 -0.2
H 0.843520 -2.897152 3.145333 0.1 0.0 0.4
H 1.109000 -1.245402 2.716193 -0.2 0.3 -0.1
H -0.134680 -1.140022 4.720883 -0.2 -0.3 0.4
H -1.411890 -2.290572 4.271353 0.3 -0.4 -0.2
H -0.686290 0.416938 3.359843 -0.7 0.7 -0.4
H -2.256300 -0.258092 4.060993 -0.2 1.2 -0.4
H -3.864860 -1.785152 1.165963 0.2 0.3 -0.5
H -3.256090 -2.409382 2.588063 0.2 0.4 0.6
H -4.209440 -0.890572 2.574513 0.3 0.1 0.3
H -1.449430 1.309798 1.067823 -0.2 0.1 -0.1
H -2.892730 0.594348 0.222853 0.4 0.0 -0.2
H -3.097930 1.398348 1.725133 0.2 -0.1 0.4
H -1.422150 -4.001732 0.484823 0.2 -0.5 0.0
H -1.992960 -3.780302 2.124153 0.2 0.6 0.0
H -0.461650 -4.528032 1.932163 0.1 -0.3 -0.5
H -2.088490 -2.270932 -0.254547 -0.5 -0.3 -0.4
C -0.020070 -0.036662 -4.596007 0.2 -0.9 -0.5
O 0.055880 -0.593252 -3.252497 -0.1 0.7 -1.0
H 0.765180 -0.399362 -5.259277 0.5 -0.2 0.4
H -0.908350 -0.383072 -5.124277 -0.4 0.3 0.4
H 0.064990 1.049208 -4.638027 -0.3 -0.1 0.7
H 0.271370 -1.527012 -3.309597 -0.1 -0.1 -0.2
C -2.942750 1.893578 -2.886687 -1.3 -0.1 -1.0
O -1.732300 2.430708 -2.442977 0.8 0.2 0.2
H -3.190360 2.112738 -3.925317 0.6 0.1 -0.4
H -2.899520 0.805198 -2.845847 0.0 0.1 0.5
H -3.814570 2.329278 -2.398637 0.1 -0.4 0.7
H -1.627260 3.341648 -2.727157 -0.1 0.0 0.0
C 3.789190 3.292248 0.982593 0.4 -0.8 -1.0
C 2.738760 2.861698 -0.077727 1.8 -0.4 1.1
C 3.228610 1.615538 -0.803847 0.2 0.3 -0.9
O 2.423560 1.270318 -1.954347 1.3 -0.9 0.3
C 3.032790 0.153808 -2.661257 0.0 0.7 -0.8
N 1.554060 2.520188 0.682403 -0.9 0.6 -0.2
H 4.023510 2.463028 1.650123 -0.3 -0.1 0.2
H 3.383280 4.121208 1.562393 0.5 0.1 -0.1
H 4.746510 3.457168 0.488193 0.0 0.8 0.2
H 2.624130 3.739928 -0.713087 -0.6 -0.4 -0.4
H 3.266360 0.782308 -0.102137 -0.3 -0.3 0.3
H 4.271120 1.730068 -1.100767 0.1 0.3 -0.3
H 3.413640 -0.668232 -2.055197 -0.3 0.1 0.6
H 3.865710 0.481738 -3.283207 0.3 0.4 0.3
H 2.336350 -0.244892 -3.398897 -0.3 0.2 0.5
H 1.262890 3.405198 1.072383 -0.7 0.0 0.2
H 1.862370 1.996808 1.489323 0.1 -0.3 0.2
```
Positions in Å, forces in eV/Å.

=====

ClFMg2 as an isolated structure in a non-equilibrium geometry. Source: the Open Molecules 2025 dataset; level of theory: ωB97M-V/def2-TZVPD.

Charge: +2
Frontier orbital gap, Ha: 0.251
M, u: 103.06
ΔE to the lowest compared entry with this formula, charge and spin, kJ/mol: 30.9
LUMO energy, eV: -12.51
E, Eh: -959.6136

Structure (XYZ):
```
4
Properties=species:S:1:pos:R:3:forces:R:3
Mg -1.745821 1.184640 -2.002893 0.1 -0.7 1.0
Mg 1.546187 -0.296143 0.286890 -0.3 -0.5 1.2
F 1.094394 -0.830266 1.897824 0.4 0.3 -0.8
Cl -0.894760 -0.058231 -0.181822 -0.2 1.0 -1.5
```
Positions in Å, forces in eV/Å.